[1]
DFT (ωB97M-V/def2-TZVPD) results for a structure of composition C56H64FeN7O4Se at a distorted geometry.

Gap between HOMO and LUMO (spin up / spin down) (eV): 6.23 / 6.26
E_HOMO (spin up / spin down) (eV): -4.24 / -4.26
LUMO (spin up / spin down) (eV): 2.0 / 2.0
Net charge: -1

The geometry in XYZ format:
```
133
C56H64FeN7O4Se | the Open Molecules 2025 dataset | ωB97M-V/def2-TZVPD
Fe 0.19 0.78 -1.22
C -3.78 -5.09 1.21
C -4.47 -4.40 0.02
C -4.37 -5.31 -1.21
C -5.95 -4.23 0.37
C -3.79 -3.06 -0.27
C -2.42 -3.01 -0.52
C -1.79 -1.81 -0.80
Se 0.07 -1.88 -1.20
C 0.85 -1.86 0.54
C 1.44 -3.01 1.04
C 2.09 -2.99 2.27
C 2.14 -1.76 2.92
C 1.59 -0.58 2.44
C 0.85 -0.62 1.22
O 0.20 0.39 0.73
C 1.82 0.70 3.28
C 0.99 0.60 4.56
C 1.44 2.00 2.56
C 3.31 0.82 3.65
C 2.72 -4.22 2.91
C 4.22 -3.98 3.14
C 2.05 -4.52 4.25
C 2.58 -5.46 2.02
C -2.46 -0.56 -0.87
O -1.84 0.54 -1.19
C -3.87 -0.62 -0.61
C -4.47 -1.85 -0.33
C -4.73 0.64 -0.60
C -4.62 1.37 -1.94
C -4.23 1.55 0.53
C -6.21 0.37 -0.34
H -4.27 -6.04 1.44
H -3.82 -4.45 2.10
H -2.73 -5.30 1.00
H -4.83 -6.28 -1.01
H -3.32 -5.48 -1.48
H -4.87 -4.85 -2.06
H -6.39 -5.20 0.60
H -6.51 -3.79 -0.46
H -6.08 -3.59 1.25
H -1.82 -3.91 -0.51
H 1.39 -3.92 0.45
H 2.65 -1.72 3.87
H -0.07 0.50 4.32
H 1.12 1.50 5.18
H 1.28 -0.27 5.16
H 0.37 2.08 2.44
H 1.88 2.05 1.57
H 1.80 2.84 3.17
H 3.65 0.00 4.28
H 3.48 1.75 4.20
H 3.92 0.84 2.75
H 4.39 -3.13 3.81
H 4.72 -3.76 2.20
H 4.69 -4.86 3.59
H 2.18 -3.69 4.95
H 2.47 -5.42 4.71
H 0.97 -4.67 4.11
H 3.07 -5.32 1.06
H 1.53 -5.70 1.84
H 3.04 -6.32 2.51
H -5.53 -1.86 -0.15
H -3.57 1.55 -2.17
H -5.16 2.32 -1.91
H -5.05 0.75 -2.74
H -3.17 1.71 0.41
H -4.41 1.08 1.50
H -4.75 2.52 0.52
H -6.65 -0.27 -1.11
H -6.75 1.32 -0.34
H -6.38 -0.10 0.63
C -1.83 3.50 -3.04
O -0.90 2.45 -3.22
C -0.85 1.84 -4.42
C -1.61 2.24 -5.52
C -1.49 1.56 -6.73
C -0.62 0.49 -6.85
C 0.14 0.11 -5.75
C 0.04 0.76 -4.53
N 0.80 0.40 -3.36
N 1.73 -0.41 -3.65
C 2.64 -0.82 -2.71
C 2.85 -0.16 -1.48
O 2.20 0.88 -1.14
C 3.88 -0.67 -0.60
C 4.61 -1.75 -0.93
C 4.45 -2.41 -2.20
C 5.26 -3.51 -2.55
C 5.13 -4.13 -3.77
C 4.16 -3.65 -4.67
C 3.36 -2.58 -4.34
C 3.48 -1.93 -3.10
H -1.54 4.38 -3.62
H -1.82 3.73 -1.98
H -2.84 3.20 -3.32
H -2.28 3.07 -5.45
H -2.09 1.88 -7.57
H -0.52 -0.04 -7.78
H 0.83 -0.72 -5.82
H 4.00 -0.18 0.36
H 5.34 -2.15 -0.23
H 6.00 -3.86 -1.84
H 5.76 -4.97 -4.03
H 4.05 -4.13 -5.64
H 2.61 -2.22 -5.04
C -1.17 3.43 0.90
C -0.15 3.75 -0.12
N 0.56 2.87 -0.78
C 1.42 3.57 -1.59
C 1.23 4.90 -1.42
N 0.22 5.01 -0.47
C -0.27 6.24 0.10
N 0.00 6.29 1.52
N -1.00 6.59 2.38
N -0.57 6.53 3.58
C 0.77 6.16 3.54
C 1.68 5.93 4.57
C 2.95 5.55 4.21
C 3.32 5.39 2.85
C 2.43 5.61 1.82
C 1.14 6.01 2.21
H -1.28 2.35 0.92
H -2.14 3.90 0.69
H -0.85 3.76 1.90
H 2.13 3.05 -2.21
H 1.69 5.77 -1.85
H -1.35 6.33 0.00
H 0.21 7.06 -0.42
H 1.39 6.04 5.60
H 3.69 5.35 4.97
H 4.32 5.07 2.61
H 2.71 5.46 0.79
```



[2]
DFT (ωB97M-V/def2-TZVPD) results for a structure of composition C6H8N at a distorted geometry.

Gap between HOMO and LUMO (spin up / spin down) (eV): 7.51 / 7.51
E_HOMO (spin up / spin down) (eV): -13.01 / -13.01
LUMO (spin up / spin down) (eV): -5.5 / -5.5
Relative energy (zero: lowest compared OMol25 entry of this formula, charge and spin) (kcal per mole): 176.6
Net charge: +1

The geometry in XYZ format:
```
15
C6H8N | the Open Molecules 2025 dataset | ωB97M-V/def2-TZVPD
C -0.69 1.19 1.55
C 0.41 1.30 0.83
C -1.82 0.47 1.44
C -1.55 -0.21 0.25
C -0.43 0.45 -0.30
C 1.50 -1.05 -0.60
N 0.50 -0.19 -1.29
H -2.73 0.51 1.94
H -2.36 -0.49 -0.31
H 1.24 1.96 1.23
H 2.28 -0.56 -0.03
H 0.92 -1.44 0.25
H 1.86 -1.72 -1.28
H -0.07 -0.83 -1.98
H 0.92 0.59 -1.71
```



[3]
DFT (ωB97M-V/def2-TZVPD) results for a structure of composition C6H5NO2Rb at a distorted geometry.

Gap between HOMO and LUMO (eV): 7.49
E_HOMO (eV): -11.85
LUMO (eV): -4.4
Net charge: +1

The geometry in XYZ format:
```
15
C6H5NO2Rb | the Open Molecules 2025 dataset | ωB97M-V/def2-TZVPD
Rb 3.59 0.80 7.52
C 0.25 -0.38 -2.34
C -1.12 -0.18 -2.03
C -1.42 0.18 -0.75
C -0.49 0.11 0.27
C 0.86 -0.11 -0.07
C 1.24 -0.49 -1.32
N -0.84 0.38 1.64
O -2.04 0.41 2.02
O 0.04 0.70 2.49
H 0.52 -0.58 -3.36
H -1.90 -0.21 -2.77
H -2.46 0.27 -0.47
H 1.55 -0.13 0.76
H 2.25 -0.76 -1.58
```



[4]
DFT (ωB97M-V/def2-TZVPD) results for a structure of composition C2H3BaF4O at a distorted geometry.

Gap between HOMO and LUMO (eV): 7.48
E_HOMO (eV): -12.24
LUMO (eV): -4.8
Net charge: +1

The geometry in XYZ format:
```
11
C2H3BaF4O | the Open Molecules 2025 dataset | ωB97M-V/def2-TZVPD
C -3.08 0.20 5.23
F -3.61 -0.92 5.61
F -3.86 0.82 4.39
F -2.87 0.88 6.33
F -1.70 0.39 4.65
C -3.93 -2.53 2.46
O -2.88 -1.64 2.66
Ba -0.48 -1.36 3.04
H -4.86 -1.97 2.28
H -3.80 -3.19 1.58
H -4.05 -3.17 3.35
```



[5]
DFT (ωB97M-V/def2-TZVPD) results for the molecule C4H5NO2 at a distorted geometry.

Gap between HOMO and LUMO (eV): 9.02
E_HOMO (eV): -9.51
LUMO (eV): -0.5
Relative energy (zero: lowest compared OMol25 entry of this formula, charge and spin) (kcal per mole): 84.3
Net charge: 0
SMILES: [H]/N=C1/C(=O)[C@@H]1CO

The geometry in XYZ format:
```
12
C4H5NO2 | the Open Molecules 2025 dataset | ωB97M-V/def2-TZVPD
C 0.08 -0.64 -0.03
C -0.87 0.14 -0.94
C 1.53 -0.34 -0.25
C 1.03 -0.13 1.07
O -1.54 1.14 -0.20
N 1.24 -0.06 2.29
O 2.32 -0.10 -1.11
H -2.08 1.67 -0.79
H -0.27 -1.63 0.22
H 0.42 -0.09 2.89
H -1.59 -0.56 -1.38
H -0.29 0.60 -1.75
```



[6]
DFT (ωB97M-V/def2-TZVPD) results for a cluster of 2 separate species, C3H11NO2 in total at a distorted geometry.

Gap between HOMO and LUMO (eV): 10.80
E_HOMO (eV): -9.81
LUMO (eV): 1.0
Relative energy (zero: lowest compared OMol25 entry of this formula, charge and spin) (kcal per mole): 16.0
Net charge: 0
SMILES: CCO.NCO

The geometry in XYZ format:
```
17
C3H11NO2 | the Open Molecules 2025 dataset | ωB97M-V/def2-TZVPD
C 1.06 -0.02 -1.90
O 1.08 1.02 -0.94
C 0.17 -1.21 -1.52
H 2.06 -0.40 -2.16
H 0.64 0.39 -2.81
H 1.35 0.67 -0.10
H 0.20 -1.77 -2.46
H -0.88 -0.94 -1.45
H 0.53 -1.73 -0.64
N -1.63 0.53 1.26
C -0.53 0.00 1.97
O 0.45 0.95 2.40
H -1.36 1.02 0.42
H -2.38 0.98 1.75
H 0.00 -0.68 1.30
H -0.88 -0.62 2.79
H 0.12 1.80 2.08
```



[7]
DFT (ωB97M-V/def2-TZVPD) results for a cluster of 8 separate species, C36H84F6N2O17P in total at a distorted geometry.

Gap between HOMO and LUMO (eV): 9.33
E_HOMO (eV): -7.05
LUMO (eV): 2.3
Relative energy (zero: lowest compared OMol25 entry of this formula, charge and spin) (kcal per mole): 0.0
Net charge: -1

The geometry in XYZ format:
```
146
C36H84F6N2O17P | the Open Molecules 2025 dataset | ωB97M-V/def2-TZVPD
P -3.58 -26.29 -28.53
F -3.65 -25.65 -27.06
F -2.38 -27.33 -28.15
F -4.66 -27.40 -28.09
F -3.54 -26.89 -30.04
F -4.78 -25.31 -29.00
F -2.41 -25.25 -28.95
C -6.32 -29.70 -30.97
O -7.65 -29.21 -31.00
C -7.76 -27.89 -30.46
C -8.03 -27.89 -28.97
O -9.36 -28.16 -28.60
C -9.82 -29.48 -28.86
C -9.03 -30.55 -28.14
O -9.28 -30.46 -26.75
C -8.99 -31.68 -26.10
H -6.28 -30.61 -31.57
H -6.03 -29.94 -29.93
H -5.61 -28.97 -31.36
H -8.65 -27.46 -30.95
H -6.92 -27.25 -30.72
H -7.86 -26.85 -28.66
H -7.25 -28.40 -28.42
H -9.89 -29.70 -29.93
H -10.82 -29.50 -28.42
H -7.95 -30.48 -28.30
H -9.36 -31.52 -28.56
H -9.29 -31.59 -25.06
H -7.90 -31.86 -26.14
H -9.47 -32.52 -26.60
C -3.19 -29.34 -25.35
O -3.08 -30.57 -26.06
C -3.02 -30.40 -27.46
C -2.70 -31.67 -28.23
O -3.30 -32.81 -27.65
C -4.69 -32.82 -27.79
C -5.33 -34.02 -27.16
O -4.76 -35.25 -27.57
C -5.04 -35.60 -28.91
H -4.16 -28.90 -25.60
H -2.42 -28.63 -25.68
H -3.16 -29.63 -24.30
H -2.25 -29.62 -27.55
H -3.93 -29.91 -27.85
H -1.64 -31.90 -28.24
H -3.04 -31.56 -29.27
H -4.94 -32.76 -28.86
H -5.13 -31.91 -27.36
H -6.42 -33.98 -27.33
H -5.17 -34.06 -26.08
H -4.74 -36.63 -29.06
H -4.53 -34.93 -29.60
H -6.12 -35.50 -29.08
C -6.37 -25.19 -26.20
O -7.56 -25.28 -25.44
C -8.66 -25.71 -26.23
C -9.93 -25.40 -25.47
O -10.02 -24.00 -25.29
C -11.11 -23.60 -24.53
C -11.29 -22.10 -24.63
O -12.36 -21.85 -25.50
C -12.74 -20.50 -25.61
H -5.55 -25.06 -25.48
H -6.25 -24.32 -26.85
H -6.09 -26.11 -26.70
H -8.63 -26.81 -26.32
H -8.70 -25.19 -27.19
H -9.77 -25.80 -24.45
H -10.86 -25.84 -25.83
H -10.98 -23.86 -23.47
H -12.06 -24.06 -24.83
H -10.39 -21.58 -25.01
H -11.38 -21.58 -23.66
H -13.47 -20.43 -26.42
H -11.89 -19.86 -25.88
H -13.21 -20.17 -24.67
C -2.19 -23.93 -32.97
O -2.91 -25.00 -33.54
C -4.18 -25.16 -32.96
C -4.91 -26.31 -33.60
O -5.41 -26.03 -34.91
C -6.71 -25.47 -34.89
C -7.09 -25.18 -36.30
O -6.37 -24.09 -36.82
C -6.58 -23.94 -38.19
H -1.24 -23.83 -33.49
H -1.90 -24.16 -31.93
H -2.72 -22.98 -33.04
H -4.71 -24.21 -33.06
H -4.19 -25.37 -31.88
H -5.76 -26.61 -32.97
H -4.26 -27.18 -33.69
H -6.71 -24.57 -34.26
H -7.37 -26.25 -34.51
H -8.16 -24.93 -36.33
H -6.97 -26.06 -36.95
H -7.62 -24.12 -38.49
H -5.96 -24.66 -38.76
H -6.24 -22.96 -38.50
C -0.57 -29.14 -30.95
O 0.22 -28.06 -31.34
C -0.29 -26.82 -30.89
C 0.64 -25.68 -31.15
O 0.84 -25.46 -32.51
C 1.50 -24.24 -32.80
C 2.93 -24.11 -32.32
O 3.88 -24.94 -32.94
C 3.61 -26.33 -32.97
H -0.23 -30.01 -31.52
H -1.63 -28.97 -31.21
H -0.53 -29.33 -29.87
H -0.55 -26.85 -29.83
H -1.23 -26.63 -31.44
H 1.56 -25.84 -30.56
H 0.13 -24.81 -30.71
H 0.90 -23.43 -32.33
H 1.40 -24.09 -33.88
H 2.99 -24.14 -31.23
H 3.26 -23.09 -32.57
H 4.51 -26.92 -32.80
H 3.15 -26.61 -33.92
H 2.93 -26.67 -32.19
C -4.47 -22.55 -30.56
O -5.02 -22.22 -31.60
N -3.76 -21.70 -29.77
C -3.22 -22.13 -28.49
C -3.69 -20.31 -30.08
H -4.57 -23.54 -30.11
H -3.76 -21.64 -27.68
H -2.14 -21.97 -28.46
H -3.39 -23.20 -28.38
H -3.95 -20.16 -31.13
H -4.47 -19.72 -29.58
H -2.71 -19.85 -29.94
C 0.55 -26.11 -26.98
O 1.64 -26.22 -27.49
N 0.27 -25.31 -25.93
C -1.03 -25.32 -25.31
C 1.29 -24.50 -25.29
H -0.35 -26.59 -27.40
H -1.05 -25.69 -24.28
H -1.75 -25.87 -25.90
H -1.43 -24.30 -25.23
H 2.07 -24.28 -26.01
H 0.86 -23.52 -25.07
H 1.66 -24.98 -24.38
```



[8]
DFT (ωB97M-V/def2-TZVPD) results for a cluster of 2 separate species, C3H2N2O2 in total at a distorted geometry.

Gap between HOMO and LUMO (eV): 9.18
E_HOMO (eV): -8.42
LUMO (eV): 0.8
Relative energy (zero: lowest compared OMol25 entry of this formula, charge and spin) (kcal per mole): 45.9
Net charge: 0

The geometry in XYZ format:
```
9
C3H2N2O2 | the Open Molecules 2025 dataset | ωB97M-V/def2-TZVPD
C -0.74 -2.04 -0.24
C 0.71 0.47 0.64
C -1.66 0.79 0.15
N -0.46 0.78 0.08
N 1.73 0.44 -0.22
O -0.92 -2.42 0.81
O -2.81 0.88 0.02
H 2.73 0.49 0.04
H 1.43 0.60 -1.27
```



[9]
DFT (ωB97M-V/def2-TZVPD) results for a cluster of 3 separate species, C25H46FN2O9P2S2 in total at a distorted geometry.

Gap between HOMO and LUMO (eV): 6.25
E_HOMO (eV): -11.35
LUMO (eV): -5.1
Relative energy (zero: lowest compared OMol25 entry of this formula, charge and spin) (kcal per mole): 127.6
Net charge: +1

The geometry in XYZ format:
```
87
C25H46FN2O9P2S2 | the Open Molecules 2025 dataset | ωB97M-V/def2-TZVPD
O -5.96 0.73 0.57
C -5.37 -0.36 0.82
C -5.56 -1.53 -0.24
C -4.15 -2.22 -0.71
S -4.40 -2.97 -2.40
C -3.31 -2.20 -3.68
C -2.18 -1.20 -3.12
C -2.81 0.26 -2.87
F -1.82 1.20 -2.36
N -3.87 -4.66 -2.36
C -2.75 -4.75 -1.66
S -1.78 -5.04 -0.34
N -4.60 -0.48 2.09
C -3.18 -0.24 1.71
C -2.61 1.09 1.16
C -1.10 1.22 0.75
C -0.13 0.02 0.91
C -0.70 -1.30 1.51
C -2.20 -1.43 1.89
H -6.21 -2.40 0.15
H -6.06 -1.16 -1.20
H -3.91 -3.00 0.10
H -3.36 -1.40 -0.67
H -3.97 -1.60 -4.40
H -2.78 -3.01 -4.31
H -1.79 -1.59 -2.13
H -1.36 -1.09 -3.92
H -3.70 0.19 -2.14
H -3.21 0.75 -3.84
H -4.96 0.25 2.72
H -3.31 1.99 1.06
H -0.74 2.22 0.32
H 0.97 0.11 0.59
H 0.04 -2.17 1.64
H -2.56 -2.42 2.32
O -0.30 1.71 3.91
P -0.32 1.43 5.42
O -0.12 3.00 5.91
C -1.25 3.85 5.85
C -2.26 3.52 6.93
O 1.27 0.94 5.47
C 1.95 0.45 4.32
C 2.77 1.56 3.70
O -0.43 1.00 7.07
C 0.66 0.66 7.92
C 1.52 1.86 8.29
H -1.71 3.80 4.86
H -0.90 4.88 5.99
H -2.70 2.53 6.76
H -3.07 4.25 6.94
H -1.79 3.50 7.91
H 1.26 -0.01 3.61
H 2.62 -0.35 4.66
H 2.16 2.42 3.42
H 3.29 1.20 2.80
H 3.52 1.93 4.41
H 1.25 -0.15 7.50
H 0.22 0.26 8.84
H 2.02 2.29 7.43
H 2.28 1.57 9.02
H 0.90 2.65 8.73
O 1.56 -1.58 -5.57
P 2.71 -0.64 -5.98
O 3.94 -1.62 -5.47
C 4.28 -2.73 -6.29
C 4.99 -2.29 -7.56
O 2.56 0.33 -4.64
C 1.35 0.42 -3.90
C 1.42 -0.50 -2.69
O 3.89 0.45 -6.56
C 4.49 1.50 -5.80
C 5.46 1.00 -4.75
H 3.38 -3.31 -6.53
H 4.95 -3.37 -5.71
H 4.32 -1.71 -8.20
H 5.35 -3.15 -8.12
H 5.84 -1.65 -7.32
H 0.48 0.21 -4.52
H 1.25 1.45 -3.56
H 1.61 -1.54 -2.97
H 0.49 -0.46 -2.12
H 2.25 -0.20 -2.04
H 3.73 2.16 -5.38
H 5.05 2.11 -6.52
H 4.96 0.42 -3.97
H 5.96 1.84 -4.27
H 6.22 0.35 -5.20
```



[10]
DFT (ωB97M-V/def2-TZVPD) results for the molecule C4H8FP at a distorted geometry.

Gap between HOMO and LUMO (eV): 10.52
E_HOMO (eV): -9.41
LUMO (eV): 1.1
Relative energy (zero: lowest compared OMol25 entry of this formula, charge and spin) (kcal per mole): 12.2
Net charge: 0
SMILES: C[C@H](F)[C@@H]1CP1

The geometry in XYZ format:
```
14
C4H8FP | the Open Molecules 2025 dataset | ωB97M-V/def2-TZVPD
C -0.12 -1.70 -0.26
C -0.85 -0.39 -0.30
C 0.47 1.26 1.32
C 0.07 0.90 -0.17
F -0.64 1.86 -0.73
P -0.76 -1.16 -1.98
H 0.97 -1.77 0.01
H -0.55 -2.61 0.20
H -1.90 -0.48 0.01
H 0.96 0.30 1.64
H -0.31 1.55 2.06
H 1.18 2.06 1.27
H 0.96 0.94 -0.85
H 0.53 -0.77 -2.21
```



In the order shown, the computed total energy values come out to -6521.83400; -287.67475; -460.63827; -577.96616; -360.53516; -326.10595; -3751.23900; -375.43834; -3345.21245; -598.35490 a.u..